#a
A cluster of 2 separate species, CH3NO3S in total, computed with the ωB97M-V functional and the def2-TZVPD basis.

Summary:
Gap between HOMO and LUMO   8.062 eV
Highest occupied orbital energy   -9.2 eV
Total charge   0
LUMO   -1.09 eV

Each line ends with the Mulliken charge.
Element x y z (Å)
H (2.460, 0.782, -0.171)  0.266
S (-2.804, 0.177, 0.094)  0.768
N (0.768, -0.194, 0.413)  0.261
O (0.159, -1.325, 0.653)  -0.583
C (1.927, -0.112, -0.189)  -0.397
H (2.412, -1.005, -0.503)  0.283
O (-3.276, -0.096, -1.194)  -0.338
H (0.191, 0.501, 0.698)  0.202
O (-1.838, 1.272, 0.199)  -0.462

#b
An isolated molecule of CH3NO3S, computed with the ωB97M-V functional and the def2-TZVPD basis.

Summary:
Gap between HOMO and LUMO   10.624 eV
Highest occupied orbital energy   -10.0 eV
Total charge   0
LUMO   0.59 eV

Each line ends with the Mulliken charge.
Element x y z (Å)
C (-0.201, -0.267, -0.021)  0.687
H (-2.750, -1.402, -0.465)  0.178
O (-0.272, -1.443, -0.006)  -0.521
O (-1.260, 0.492, -0.330)  -0.362
N (0.919, 0.466, 0.131)  -0.426
S (-2.867, 0.032, -0.449)  0.451
H (1.848, 0.053, -0.165)  0.251
H (1.070, 1.511, 0.233)  0.238
O (-3.583, 0.163, 0.815)  -0.497

Least stable structure: #a